The following is a quantum chemistry calculation of the molecule C3H5NO2, from the Open Molecules 2025 dataset.

2S+1 = 1
LUMO energy = 0.681 eV
Orbital gap = 11.01 eV
Molecular weight = 87.1 u
E_tot = -8777.521 eV
SMILES = CC(=O)NC=O

```
11
Properties=species:S:1:pos:R:3:forces:R:3
C -1.6011 0.0182 0.0526 -0.106 0.062 0.004
C -0.2388 0.6622 0.1250 0.049 0.124 0.303
O 0.0328 1.6301 0.7957 -0.072 -0.471 -0.220
N 0.7483 -0.0535 -0.5716 0.060 -0.132 -0.047
C 1.9925 -0.3287 -0.0280 0.159 -0.160 -0.055
O 2.7321 -1.1621 -0.4937 -0.202 0.406 0.150
H -1.8751 -0.2649 -0.9683 0.047 0.096 0.098
H -2.3566 0.6752 0.4831 0.117 -0.061 -0.100
H -1.5444 -0.9070 0.6404 -0.072 0.161 -0.085
H 0.4636 -0.6966 -1.2990 -0.026 -0.027 0.124
H 2.1952 0.2506 0.8868 0.047 0.002 -0.172
```
Forces are in eV/Å.